1.
The following is a DFT calculation (wB97M-V/def2-TZVPD) of 2 unconnected molecules or ions with the total composition C20H37F3N4O9S at a distorted geometry.

Structure (XYZ):
```
74
Properties=species:S:1:pos:R:3:forces:R:3:lowdin_charge:R:1
C 4.856905 -1.224207 -0.829299 0.32 -0.18 0.15 0.03
C 3.584404 -2.010338 -0.693393 -0.06 -0.12 0.06 -0.54
O 3.082836 -2.351679 0.339473 0.04 0.08 0.00 0.14
O 3.040945 -2.290843 -1.904424 -0.04 0.14 -0.09 -0.03
C 1.718131 -2.854902 -1.901112 -0.43 -0.23 -0.33 -0.11
C 0.675416 -1.858611 -1.408176 0.27 0.00 -0.08 -0.12
N 0.972798 -0.550084 -2.005464 0.00 -0.10 0.03 0.14
C 0.345371 0.581099 -1.717988 0.40 -0.22 0.03 -0.31
N -0.655765 0.575422 -0.846807 0.86 1.22 0.39 0.19
C -1.399923 1.824885 -0.562871 -0.36 0.02 -0.09 -0.23
C -2.160965 1.756224 0.762986 0.04 0.32 -0.12 -0.12
C -2.934748 0.460613 0.978102 -0.60 0.23 0.23 -0.19
C -4.429949 0.573327 0.640551 0.09 -0.39 0.02 -0.09
C -5.204647 1.586974 1.451019 0.03 0.13 -0.04 -0.53
O -6.027980 2.330663 0.998434 -0.02 -0.19 0.05 0.12
O -4.974923 1.571364 2.797159 0.17 0.44 -0.10 0.10
C -0.485809 3.047773 -0.648604 -0.02 -0.14 0.08 -0.23
C 0.454924 3.277456 0.567975 0.09 -0.03 -0.36 -0.08
C 1.105432 2.076744 1.278291 0.07 0.25 0.50 -0.35
O 1.366300 2.548106 2.604524 -0.14 -0.15 -0.07 -0.04
C 2.402986 1.568719 0.577508 0.19 0.02 0.43 -0.20
N 3.638340 2.074797 1.199417 0.11 -0.14 -0.39 0.02
C 0.178584 3.020426 -2.016843 0.47 0.51 0.23 -0.12
N 0.840728 1.734197 -2.339139 -1.59 -0.36 -0.77 -0.05
C 1.081016 1.625965 -3.780023 0.69 0.03 0.50 -0.21
S -0.312003 0.930137 -4.711617 -0.14 -0.31 0.24 0.71
O -0.074958 -0.472142 -4.927913 -0.06 0.46 -0.06 -0.33
O -1.524654 1.402560 -4.099701 0.21 -0.08 -0.13 -0.32
H 5.439287 -1.553746 -1.692188 -0.15 0.10 0.03 0.09
H 5.445329 -1.375908 0.078338 -0.11 0.11 -0.12 0.09
H 4.629242 -0.158562 -0.928442 -0.03 -0.11 -0.03 0.08
H 1.664497 -3.772590 -1.309219 0.10 0.24 0.10 0.14
H 1.529854 -3.117115 -2.947473 0.16 0.09 0.12 0.13
H -0.326020 -2.185991 -1.710513 0.18 0.08 -0.07 0.14
H 0.689378 -1.775336 -0.315953 0.10 0.14 -0.27 0.08
H 1.754924 -0.533853 -2.641165 0.02 0.15 0.14 0.14
H -0.530826 -0.061927 -0.024573 -0.41 -1.03 -0.08 0.11
H -2.156226 1.920486 -1.354937 0.18 -0.08 0.01 0.16
H -1.496589 1.951856 1.606835 0.05 -0.10 -0.13 0.11
H -2.857706 2.608041 0.732245 0.14 -0.08 0.07 0.14
H -2.506292 -0.350973 0.404204 -0.04 0.02 0.08 0.08
H -2.819257 0.156065 2.024509 0.01 -0.17 -0.18 0.11
H -4.892914 -0.399373 0.859959 0.05 0.14 -0.07 0.13
H -4.612468 0.773497 -0.419487 0.09 0.10 0.16 0.13
H -4.042002 1.388465 2.974837 -0.20 -0.39 -0.01 0.10
H -1.162434 3.911517 -0.692497 0.18 -0.05 0.07 0.16
H -0.103902 3.848772 1.313997 0.08 -0.21 0.00 0.12
H 1.271610 3.934490 0.235147 -0.13 0.01 0.12 0.13
H 0.425578 1.227783 1.387647 -0.03 0.07 -0.33 0.11
H 1.393246 1.793997 3.205302 0.11 0.08 -0.13 0.10
H 2.385631 0.472770 0.629490 0.00 0.09 -0.23 0.11
H 2.395992 1.898698 -0.464153 -0.15 -0.26 -0.01 0.10
H 4.197619 1.312772 1.563257 -0.15 0.07 0.15 0.06
H 4.221963 2.528541 0.507174 -0.08 0.07 0.11 0.06
H -0.553246 3.284840 -2.786698 -0.01 -0.27 0.08 0.12
H 0.968192 3.783946 -2.048840 -0.09 -0.13 -0.03 0.13
H 1.277010 2.633566 -4.156349 -0.09 -0.12 -0.05 0.12
H 1.952799 1.009588 -4.019055 -0.11 0.04 0.00 0.11
H -0.146715 1.576791 -5.893029 -0.05 -0.03 -0.07 0.08
C -0.412025 -3.809672 4.051422 -0.11 0.10 -0.04 -0.07
C 0.511539 -3.296970 2.953802 0.42 0.04 0.20 -0.27
O 0.076686 -3.559791 1.634395 -0.55 0.03 0.03 -0.09
C -0.840610 -2.619053 1.045096 -0.25 -0.36 -0.01 -0.48
O -0.488682 -1.352849 1.151447 -0.29 0.42 0.19 -0.18
C -2.326560 -2.949456 1.470849 0.02 0.03 -0.34 -0.51
F -2.538384 -4.274077 1.483443 -0.02 -0.04 0.08 0.14
F -3.190963 -2.453198 0.518505 0.39 -0.16 0.24 0.09
F -2.774981 -2.464842 2.640221 0.19 0.17 -0.03 0.13
H -0.792386 -4.799298 3.795817 0.04 -0.03 0.02 0.08
H 0.140536 -3.878549 4.990813 0.02 -0.02 -0.02 0.07
H -1.262336 -3.151315 4.220481 0.02 -0.04 -0.02 0.06
H 1.467738 -3.819929 3.037083 -0.01 0.03 -0.07 0.11
H 0.720637 -2.229729 3.077278 -0.09 -0.01 -0.05 0.11
H -0.884557 -3.027024 0.008921 0.01 0.05 0.10 0.13
```
Forces are in eV/Å.

## Properties
E_LUMO: -0.48 eV
2S+1: 1
E_HOMO: -8.3 eV
frontier orbital gap: 7.8 eV


2.
The following is a DFT calculation (wB97M-V/def2-TZVPD) of 3 unconnected molecules or ions with the total composition C14H18F3N2O8 at a distorted geometry.

Structure (XYZ):
```
45
Properties=species:S:1:pos:R:3:forces:R:3:lowdin_charge:R:1
O 0.023961 -0.727373 0.436808 0.42 0.20 -0.56 0.10
C 0.365872 -0.887009 -0.702995 -0.59 -0.23 0.58 -0.33
O 1.042830 0.032249 -1.443779 -0.36 -0.14 0.32 -0.03
C 0.167958 0.833424 -2.247064 -0.07 0.06 -0.59 -0.16
C -0.672854 0.027272 -3.276362 -0.09 1.09 -0.04 -0.15
C -2.175398 0.300525 -3.118431 0.01 -0.86 0.38 -0.18
C -2.751938 -0.165214 -1.750410 -1.04 0.98 -0.26 -0.11
C -4.265240 -0.175955 -1.877867 2.38 -0.89 0.27 -0.22
C -4.955108 -1.230946 -2.332148 -1.01 1.25 0.34 0.05
N -6.288760 -0.772541 -2.318194 -0.68 -2.37 -0.91 0.21
C -6.350120 0.438850 -1.878707 0.70 1.69 0.53 -0.34
F -7.374350 1.196626 -1.743469 -0.67 -0.16 -0.08 0.25
N -5.125398 0.865721 -1.591749 0.55 -0.60 -0.18 0.26
H 0.092660 -1.824293 -1.223265 0.40 0.20 -0.12 0.15
H -0.490954 1.455511 -1.624680 0.13 -0.30 0.21 0.12
H 0.809590 1.542101 -2.769881 0.13 -0.22 0.09 0.13
H -0.477055 -1.045475 -3.269128 0.06 0.09 0.21 0.12
H -0.369498 0.378226 -4.267143 -0.10 -0.19 0.03 0.12
H -2.454333 1.351089 -3.249687 0.30 -0.03 -0.16 0.12
H -2.696901 -0.280430 -3.887489 0.01 0.22 -0.01 0.12
H -2.519060 0.522335 -0.930373 0.40 -0.19 -0.08 0.12
H -2.436179 -1.169325 -1.465795 0.05 0.08 -0.06 0.13
H -4.612612 -2.201686 -2.639026 -0.33 -0.07 -0.05 0.15
H -7.072073 -1.335291 -2.627397 -0.15 0.25 0.11 0.20
H -4.814524 1.758409 -1.235262 -0.43 0.12 0.03 0.20
C 1.065457 1.916081 2.362439 -0.30 -0.20 -0.51 -0.06
C 2.138996 1.516885 3.337663 0.27 0.31 0.01 -0.31
O 1.889090 2.365951 4.441281 -0.38 -0.36 -0.16 0.14
C 0.547961 2.634109 4.430737 -0.15 0.25 0.20 -0.54
O -0.053694 3.089330 5.339643 0.00 0.05 -0.01 0.19
O -0.003537 2.297285 3.231801 0.33 -0.05 0.14 0.07
F 3.377946 1.779907 2.845492 0.07 -0.07 0.07 0.07
H 1.359068 2.771885 1.750911 0.21 0.02 0.14 0.15
H 0.769835 1.097939 1.709626 -0.20 0.01 0.14 0.11
H 2.090911 0.474476 3.659066 0.17 -0.01 -0.03 0.17
C 5.721422 -1.073019 2.291865 0.41 0.34 0.09 -0.05
C 4.933381 -2.235684 2.835988 -0.40 0.19 0.04 -0.31
O 4.280744 -2.731639 1.682084 0.48 -0.04 0.03 0.13
C 5.088234 -2.433187 0.618423 0.01 0.05 -0.35 -0.55
O 4.985643 -2.919180 -0.455008 -0.11 0.03 -0.03 0.18
O 6.019926 -1.507953 0.961969 -0.28 -0.24 0.21 0.08
F 3.995814 -1.827467 3.730590 -0.02 -0.08 -0.01 0.07
H 5.128209 -0.157645 2.250086 -0.15 -0.10 0.09 0.13
H 6.631179 -0.879092 2.854792 0.11 -0.08 -0.20 0.14
H 5.539356 -3.026131 3.281873 -0.11 0.00 0.12 0.18
```
Forces are in eV/Å.

## Properties
net charge: +1
E_LUMO: -3.11 eV
energy above the lowest of the compared OMol25 structures with the same formula, charge and spin: 53.9 kJ/mol
2S+1: 1
E_HOMO: -12.9 eV
frontier orbital gap: 9.8 eV


What is the formula in the second record?
C14H18F3N2O8


Look up the frontier orbital gap of the second one.
9.8 eV


Number 1 is which compound?
C20H37F3N4O9S